DFT (the ωB97M-V functional and the def2-TZVPD basis) results for a structure of composition C50H43AsN3O9PRh at a distorted geometry.

Atoms and positions in Å:
Rh -0.498 0.957 -0.802
O 3.524 2.165 -0.630
C 2.548 1.676 -0.083
O 1.660 0.970 -0.656
C 2.458 1.786 1.439
C 3.666 2.012 2.096
C 3.736 2.079 3.472
C 2.583 1.913 4.226
C 1.373 1.712 3.588
C 1.297 1.648 2.195
P -0.377 1.485 1.485
C -1.209 3.022 1.981
C -2.565 3.118 1.668
C -3.270 4.274 1.941
C -2.622 5.360 2.510
C -1.269 5.280 2.799
C -0.561 4.120 2.537
C -1.084 0.228 2.597
C -0.400 -0.985 2.640
C -0.887 -2.036 3.387
C -2.052 -1.877 4.121
C -2.722 -0.663 4.108
C -2.252 0.385 3.337
H 4.541 2.142 1.475
H 4.684 2.261 3.962
H 2.625 1.952 5.306
H 0.462 1.610 4.167
H -3.058 2.285 1.183
H -4.318 4.335 1.691
H -3.162 6.275 2.705
H -0.756 6.131 3.221
H 0.496 4.074 2.748
H 0.519 -1.076 2.077
H -0.360 -2.979 3.404
H -2.435 -2.700 4.704
H -3.620 -0.537 4.696
H -2.773 1.332 3.326
O -4.303 1.925 -1.536
C -3.112 2.207 -1.632
O -2.217 1.340 -1.923
C -2.692 3.646 -1.389
C -3.700 4.567 -1.286
C -3.438 5.907 -0.963
C -2.129 6.306 -0.732
C -1.093 5.402 -0.822
C -1.307 4.014 -1.177
O -0.353 3.206 -1.245
N 0.208 5.889 -0.511
O 0.274 6.954 0.098
O 1.191 5.254 -0.830
N -4.490 6.827 -0.787
O -4.213 7.982 -0.475
O -5.642 6.430 -0.927
H -4.720 4.242 -1.438
H -1.912 7.331 -0.467
C 6.246 -0.454 0.683
C 4.984 -0.806 -0.047
C 4.720 -0.339 -1.324
C 3.515 -0.609 -1.955
C 3.233 0.064 -3.260
C 2.552 -1.401 -1.318
As 0.752 -1.433 -2.193
N -0.410 -1.293 -0.843
C -1.443 -2.052 -0.419
C -1.369 -3.457 -0.296
C -2.444 -4.186 0.159
C -3.633 -3.565 0.509
C -3.716 -2.179 0.437
C -2.648 -1.438 -0.012
C 0.435 -3.338 -2.822
C -0.876 -3.686 -3.177
C -1.952 -2.667 -3.418
C -1.209 -5.025 -3.349
C -0.275 -6.033 -3.183
C -0.651 -7.481 -3.264
C 1.046 -5.662 -2.981
C 1.419 -4.333 -2.837
C 2.889 -4.025 -2.788
C 2.838 -1.938 -0.065
C 1.932 -2.900 0.638
C 4.040 -1.622 0.553
H 6.738 0.395 0.215
H 6.936 -1.299 0.680
H 6.028 -0.208 1.721
H 5.436 0.307 -1.813
H 4.139 0.504 -3.668
H 2.522 0.868 -3.061
H 2.794 -0.616 -3.997
H -0.461 -3.976 -0.561
H -2.350 -5.259 0.238
H -4.482 -4.155 0.821
H -4.627 -1.676 0.723
H -2.735 -0.361 -0.111
H -1.534 -1.666 -3.537
H -2.662 -2.640 -2.590
H -2.505 -2.929 -4.320
H -2.227 -5.280 -3.607
H -1.687 -7.598 -3.570
H -0.523 -7.950 -2.289
H -0.014 -8.005 -3.975
H 1.809 -6.427 -2.947
H 3.416 -4.704 -3.457
H 3.302 -4.153 -1.788
H 3.074 -3.002 -3.109
H 0.890 -2.643 0.482
H 2.138 -2.905 1.707
H 2.094 -3.912 0.258
H 4.237 -2.018 1.542

For the electronic energy, the calculation gives -148579.016 eV. As for the net charge: -1. The molar mass comes out at 1038.71 g/mol. The HOMO-LUMO gap (spin up / spin down) is 5.275 / 5.275 eV. The lowest unoccupied orbital energy (spin up / spin down) comes out at 0.4811 / 0.4814 eV. As for the HOMO energy (spin up / spin down): -4.7936 / -4.7940 eV.

DFT (the ωB97M-V functional and the def2-TZVPD basis) results for a cluster of 8 separate species, C50H44BrClNO17P in total at a distorted geometry.

Atoms and positions in Å:
C 6.779 -3.365 -0.985
C 7.800 -2.096 -1.166
C 7.088 -0.618 -1.065
C 5.816 -0.414 -2.101
O 4.594 -0.436 -1.263
C 3.445 -0.401 -2.190
C 2.208 -1.362 -1.705
N 2.597 -2.735 -1.223
C 3.350 -3.551 -2.244
C 2.434 -4.252 -3.407
O 3.019 -5.270 -4.098
Br 0.569 -3.776 -3.935
P 1.426 -0.466 -0.162
O 2.507 -0.650 1.233
Cl -0.346 -1.517 0.453
H 7.373 -4.232 -0.419
H 5.834 -3.124 -0.306
H 6.453 -3.806 -2.025
H 8.392 -2.115 -2.194
H 8.600 -2.138 -0.285
H 7.857 0.240 -1.269
H 6.668 -0.512 0.039
H 5.820 0.646 -2.639
H 5.850 -1.313 -2.872
H 3.004 0.679 -2.366
H 3.768 -0.801 -3.263
H 1.381 -1.327 -2.531
H 3.143 -2.652 -0.322
H 3.855 -4.449 -1.640
H 4.233 -3.002 -2.782
H 3.391 -0.208 1.049
O 8.665 -1.880 -4.226
C 9.121 -2.685 -5.026
C 10.223 -2.321 -5.938
C 10.719 -3.201 -6.813
C 10.188 -4.576 -6.904
O 10.644 -5.381 -7.704
C 9.086 -4.940 -5.992
C 8.590 -4.060 -5.117
H 10.602 -1.309 -5.858
H 11.527 -2.950 -7.489
H 8.706 -5.952 -6.072
H 7.782 -4.311 -4.440
O 1.149 3.758 1.167
C 1.060 3.337 2.312
C 0.472 2.013 2.600
C 0.373 1.555 3.851
C 0.849 2.351 5.000
O 0.760 1.930 6.145
C 1.437 3.674 4.713
C 1.536 4.133 3.461
H 0.128 1.441 1.746
H -0.057 0.587 4.080
H 1.781 4.247 5.566
H 1.965 5.100 3.233
O -4.230 3.918 8.861
C -3.777 2.929 8.301
C -2.326 2.656 8.281
C -1.832 1.577 7.668
C -2.715 0.610 6.986
O -2.262 -0.379 6.426
C -4.165 0.882 7.006
C -4.660 1.962 7.619
H -1.692 3.374 8.787
H -0.770 1.362 7.643
H -4.800 0.164 6.500
H -5.721 2.177 7.644
O -6.164 1.829 -1.773
C -5.086 1.346 -2.094
C -4.391 0.377 -1.224
C -3.212 -0.148 -1.574
C -2.556 0.218 -2.845
O -1.478 -0.264 -3.165
C -3.251 1.187 -3.714
C -4.430 1.712 -3.364
H -4.886 0.118 -0.296
H -2.689 -0.860 -0.947
H -2.756 1.446 -4.643
H -4.953 2.424 -3.991
O -11.677 5.062 8.942
C -10.751 4.325 8.634
C -9.877 3.722 9.659
C -8.864 2.918 9.322
C -8.576 2.597 7.909
O -7.650 1.860 7.601
C -9.450 3.200 6.884
C -10.463 4.004 7.222
H -10.101 3.966 10.691
H -8.213 2.468 10.061
H -9.226 2.956 5.853
H -11.114 4.454 6.482
O -9.392 -1.163 1.391
C -8.879 -1.574 0.359
C -8.941 -3.001 -0.012
C -8.379 -3.450 -1.139
C -7.674 -2.538 -2.062
O -7.162 -2.949 -3.094
C -7.613 -1.110 -1.691
C -8.175 -0.661 -0.564
H -9.462 -3.658 0.675
H -8.414 -4.494 -1.425
H -7.092 -0.454 -2.377
H -8.140 0.383 -0.278
O 4.971 1.893 -4.753
C 3.983 1.826 -5.471
C 3.990 1.029 -6.713
C 2.910 0.957 -7.498
C 1.663 1.671 -7.154
O 0.675 1.603 -7.872
C 1.656 2.468 -5.912
C 2.736 2.539 -5.128
H 4.911 0.511 -6.951
H 2.898 0.378 -8.413
H 0.735 2.985 -5.674
H 2.748 3.118 -4.213

For the electronic energy, the calculation gives -180702.396 eV. The calculation puts the energy above the lowest of the compared OMol25 structures with the same formula, charge and spin at 432.0 kJ/mol. The molar mass comes out at 1077.22 g/mol. The HOMO-LUMO gap is 6.999 eV. The SMILES is CCCCOC[C@@H](NCC(=O)Br)P(O)Cl.O=C1C=CC(=O)C=C1.O=C1C=CC(=O)C=C1.O=C1C=CC(=O)C=C1.O=C1C=CC(=O)C=C1.O=C1C=CC(=O)C=C1.O=C1C=CC(=O)C=C1.O=C1C=CC(=O)C=C1. The lowest unoccupied orbital energy comes out at -1.9273 eV. As for the HOMO energy: -8.9263 eV.

Which of these has the highest electronic energy?
C50H43AsN3O9PRh

Which value of molar mass does entry 2 give?
1077.22 g/mol

Which of these has the highest molar mass?
C50H44BrClNO17P